[1]
79
Properties=species:S:1:pos:R:3 method="wB97M-V/def2-TZVPD" relative_energy_kj_mol=56.95 homo_lumo_gap_ev="7.692 / 6.742" e_homo_ev="-9.720 / -10.486" total_energy_ev=-78502.937 total_charge=+1 spin_multiplicity=4
C -1.79297 2.86925 2.54651
H -1.20473 0.83962 2.97999
C -0.86617 -0.02425 -2.36995
C 3.94696 -1.07313 1.22377
C -3.57031 3.21140 0.84409
V 0.03127 -0.60303 0.50127
H 0.85131 -4.50215 -3.34433
H -3.26492 -0.60130 -0.76055
H 1.40137 3.15268 0.14132
H -0.69695 -6.06335 -2.39155
H 3.69823 0.62844 -3.88380
C -1.38125 1.41316 -2.42196
C 3.82509 0.18272 -1.76677
H 0.35250 2.71129 2.25345
C -1.62239 1.92795 0.12193
H 2.17156 0.08801 -3.18688
C 0.25140 -3.78732 -2.78377
C 2.48600 3.25785 0.13862
H 2.82259 3.32074 -0.89888
C -1.90827 1.57531 3.36116
H -1.67308 1.76543 4.40957
H 5.51477 0.35235 1.73148
H -3.83624 2.42313 -2.44906
N -2.05761 -1.17437 0.86281
C 5.40848 -0.63022 1.27143
H 2.72540 4.20752 0.61966
C -2.33302 2.69233 1.14239
H 2.75183 1.72089 -2.88013
H -4.13984 -2.03540 3.19658
C -3.41586 2.45592 -1.45031
N -0.02666 -4.33560 -1.45853
H -4.11613 3.74152 1.61561
H -0.28611 4.34482 2.01258
H -1.64462 -0.74493 -2.11427
C -0.22193 2.37660 -2.70315
C 0.07420 -3.57390 -0.37990
C -4.13529 3.07868 -0.42550
H -1.65555 -1.74571 2.78231
H 3.85171 -2.07331 0.79545
C -4.28687 -1.30857 1.08658
C -2.17666 1.90904 -1.22895
C -3.70596 -1.71279 2.26572
H -5.11426 3.49071 -0.62841
O 0.80090 -1.19841 3.27814
H 3.50487 -1.10947 2.22114
H 0.79903 -2.85634 -2.68695
H 2.82922 2.06134 1.91933
H -0.67676 -3.60321 -3.32548
H 5.84802 -0.58238 0.27442
H 0.27883 2.11181 -3.63600
H 4.15190 -0.85066 -1.90034
H -2.45193 3.60417 3.01766
H 4.71859 0.78094 -1.58660
I -6.29739 -1.16724 0.65513
C -0.43495 -5.73767 -1.38844
O 0.40094 -2.36665 -0.48718
H 6.00235 -1.33178 1.85885
H 0.20884 -3.52384 1.73417
C -0.19135 -4.18103 0.96698
H -1.26735 -4.29026 1.11984
H 0.26430 -5.16444 1.06252
C 3.15750 2.09984 0.87862
C -0.37233 3.43799 2.61350
C -3.21846 -0.98914 0.24274
H 0.36980 -6.37434 -1.02067
N 0.49950 -0.95131 2.15661
H 4.24301 2.19759 0.87572
H -0.12828 3.69321 3.64587
H -2.91911 1.16719 3.30211
H -1.31006 -5.86611 -0.75607
H -0.58243 3.40175 -2.78625
H -2.06327 1.46434 -3.27536
H 0.50658 2.33594 -1.89227
H -0.47531 -0.30702 -3.35028
C 3.06672 0.68393 -2.99590
H -0.02575 -0.12487 -1.68028
N -0.56552 1.22365 0.43078
Sb 2.67678 0.18962 0.04774
N -2.37848 -1.62516 2.08852

[2]
74
Properties=species:S:1:pos:R:3 method="wB97M-V/def2-TZVPD" homo_lumo_gap_ev="2.736 / 2.721" e_homo_ev="-12.040 / -12.034" total_energy_ev=-72407.110 total_charge=+2 spin_multiplicity=1
H -1.31121 1.21377 6.42052
H 0.92624 1.98665 -5.14312
C -1.07427 3.55157 3.63424
P -0.95346 -1.32650 -3.57140
C -2.63947 -2.04154 -3.58671
H -2.69484 3.27966 -4.04715
H 0.60398 -3.17170 -3.09102
H -0.51767 -1.63030 5.12614
H 3.25354 0.70864 3.32182
H -0.51778 -3.58925 -4.42036
C 0.07506 -0.80645 -0.62839
H -2.57719 1.74928 5.29171
C 2.67024 -0.87862 -0.57833
C 2.87114 -2.99862 0.83514
C -1.59992 3.29875 -4.14195
H 3.19338 -4.04724 0.74892
P -0.95642 1.67042 -3.55831
H 2.59338 -0.91655 3.29416
H -0.53029 -0.56184 -1.54329
C 0.22751 0.10218 4.11450
H 0.82522 -0.83549 5.98154
C 2.47688 0.07841 2.86956
H 0.04912 -0.72736 -5.68106
H -1.86519 3.76283 2.85862
H -1.33643 3.50473 -5.19029
C 0.43432 -1.09996 4.97942
H 3.60715 -2.53178 1.50086
C 0.82176 1.88837 -4.05464
H -0.24678 4.26689 3.52724
H 1.66657 3.68976 2.57648
H 1.41760 1.03074 -3.72070
H -1.15202 -2.54224 -0.45294
H 0.48433 -2.93467 -1.03228
H -1.52098 3.67472 4.63239
H -0.47161 -0.26934 0.18186
H 2.64290 0.01560 1.79365
C -0.77641 1.03960 4.32761
H 4.03712 -2.39417 -0.83050
C 0.34516 -2.59760 1.09551
H -3.36661 -1.21488 -3.58701
H -1.18935 4.08291 -3.49552
C 1.56462 -2.88668 1.56576
O -3.43394 1.94339 2.12409
H 1.48073 0.77130 -1.01291
H 0.96906 3.27844 0.99701
H -4.15549 0.03527 2.46089
H 1.63478 -3.37021 2.54069
C -3.35589 0.66738 2.08100
O -2.26575 0.21861 1.57751
H 2.40068 2.40540 1.60307
H -2.23707 0.02234 5.51429
C -0.51484 2.17984 3.50780
H 2.40493 -2.89495 -1.30407
C -0.07434 -2.30204 -0.32629
H 1.12719 -1.79602 4.50060
C -1.40581 0.83900 -5.20566
C 0.09982 -2.78779 -3.98758
H -0.96140 1.42105 -6.01905
C 0.62571 1.83961 2.66622
C 1.47270 -0.29711 -0.81584
H -0.53423 -2.79368 1.71381
H 3.51976 -0.19312 -0.45064
Ti -1.47225 2.04718 1.55707
H -2.77201 -2.65702 -2.68382
H 0.87525 -2.50483 -4.71661
C -0.96695 -0.61356 -5.28383
C 1.12132 0.58975 3.14739
H 1.20495 2.79838 -3.58072
C 1.43599 2.84173 1.90672
C -1.77485 1.01495 5.43717
C 2.97572 -2.33842 -0.55202
H -2.77251 -2.65355 -4.49290
H -2.48974 0.91871 -5.33690
H -1.65087 -1.22275 -5.88913

[3]
88
Properties=species:S:1:pos:R:3 method="wB97M-V/def2-TZVPD" relative_energy_kj_mol=210.71 homo_lumo_gap_ev=7.888 e_homo_ev=-11.389 total_energy_ev=-215472.052 total_charge=+1 spin_multiplicity=1
B 1.37871 0.69387 2.48736
H -3.04005 1.04225 5.72331
C -1.03515 1.19903 1.61449
C -2.03055 2.99634 5.41983
H -0.81135 0.18495 -2.21826
H -1.21032 -4.25283 -3.74602
H 3.03004 -1.68560 -6.63118
C -0.69063 -2.57709 -2.53744
C 2.64791 -2.82325 1.35425
H 0.06726 -2.36708 0.45206
N 0.42134 2.28148 -0.15845
O -0.94030 6.19852 2.68399
C -0.65445 2.47722 0.78296
H 0.13257 -4.61186 -2.67645
C 2.16218 2.05446 2.39744
C -2.29434 0.72517 0.76334
H -4.08460 2.37603 5.10119
C -3.25481 2.10866 5.75428
H -1.98540 0.61340 -0.27527
C 0.73948 0.99267 -0.72599
C 0.39989 0.37805 -4.63527
O -3.82107 -0.79930 -0.14508
F -4.17805 -0.78516 3.26353
H 3.63562 -2.56207 -1.21289
F -4.65459 1.07359 2.29033
Br 1.81348 2.59970 -3.57270
N 0.11038 0.21673 1.62899
H 1.25780 -1.66656 -2.05940
S -0.79460 2.20866 4.35765
H 1.63984 0.27627 4.31573
H 2.92040 -3.67095 0.71928
H 0.54020 1.16829 -5.36386
C 2.70817 -1.58654 0.49007
C 0.66535 -3.58933 -4.49189
C -3.18585 -0.46507 1.11491
C -0.03427 -1.52562 -0.23071
H 0.82695 -4.54299 -5.00220
O -1.71544 4.35591 1.89719
H 0.21050 3.80501 2.39511
Br -0.94709 2.59666 -2.60537
O 3.32347 -4.07510 -5.42930
C 0.63696 -0.25277 0.26723
C 3.77622 -1.67328 -0.59735
H -1.57853 -2.84569 -1.96110
H -2.52614 2.15051 2.74742
H -1.50355 2.77880 0.15171
H -3.64532 -1.72235 -0.35465
H -0.89787 -1.78322 -3.25142
H 3.06239 -0.89206 -5.03041
H 3.62569 -0.81112 -1.24946
H -2.75409 -1.41280 1.42026
H 1.66016 -3.03526 1.75121
O 1.91521 -0.12631 3.47194
O 1.92431 -3.08476 -4.03764
H 3.43000 -2.73731 2.11171
H -2.97693 1.57169 0.72203
H 1.91997 0.19032 -3.00648
C -0.43348 3.79182 1.52188
H -1.11292 -1.44547 -0.37485
H 0.71994 -0.58243 -5.01180
F -5.47866 -0.74998 1.62105
C -0.00865 0.90931 -2.12836
S -0.38331 -1.23600 2.61452
N 2.06229 -0.48201 0.63197
C -0.28318 -3.84632 -3.33508
C -4.38291 -0.20675 2.07759
C 2.88058 -3.06418 -5.04103
H -2.37963 3.95307 5.03870
C 1.05353 0.77602 -3.30123
H 0.15628 -2.92340 -5.19716
H 1.77788 1.08750 -1.01915
H 1.75981 2.70765 3.18178
H 4.47788 -1.73975 -5.61534
C -1.70499 1.46810 2.96614
C 3.39127 -1.75774 -5.60562
H 0.89401 -3.17728 -1.33802
N -1.55923 5.26085 2.97964
H 1.15083 2.97072 -0.17474
H 4.78161 -1.58095 -0.18037
H 3.19898 1.90945 2.70318
H -0.60336 -0.73285 3.84968
H -1.51753 3.21420 6.35633
H -3.56935 2.35874 6.76859
H -0.68078 0.32712 -4.47859
H 2.22520 2.54890 1.43469
C 0.45452 -2.20262 -1.55970
H -0.00739 4.49330 0.79432
H -2.21638 0.60007 3.37646

| no. | strongest force on any atom (eV Å⁻¹) |
| --- | --- |
| 1 | 0.5 |
| 2 | 3.1 |
| 3 | 2.8 |